Record 1
103
Properties=species:S:1:pos:R:3 method="wB97M-V/def2-TZVPD" s2=8.804 e_homo_ev="-10.267 / -10.292" total_charge=+1 spin_multiplicity=6 de_lowest_kj_mol=0.0 homo_lumo_gap_ev="8.114 / 5.318"
Fe -0.15255 0.06464 -0.51851
C -1.24009 -2.79841 -0.66904
N -1.76467 -1.52376 -1.16155
C -1.96814 -1.57014 -2.61422
C -0.85924 -0.93189 -3.41217
C -0.73832 -1.22226 -4.76360
C 0.22921 -0.57262 -5.50676
C 1.05952 0.33388 -4.86648
C 0.89216 0.54229 -3.51165
N -0.05875 -0.06763 -2.79289
C -2.98702 -1.08819 -0.48120
C -3.24595 0.35506 -0.83103
C -4.53108 0.85669 -0.95435
C -4.70342 2.18286 -1.31139
C -3.58284 2.95633 -1.56869
C -2.33695 2.37788 -1.42194
N -2.16008 1.11107 -1.03608
C -0.93407 -2.72444 0.79942
C -1.06017 -3.83357 1.61888
C -0.72763 -3.71715 2.95862
C -0.29278 -2.49061 3.43057
C -0.21508 -1.43016 2.54530
N -0.52828 -1.53636 1.25271
H -0.30792 -2.99141 -1.20958
H -1.92841 -3.62857 -0.87118
H -2.89544 -1.04847 -2.86131
H -2.10497 -2.60302 -2.94825
H -1.40038 -1.94794 -5.21870
H 0.33930 -0.77581 -6.56392
H 1.83823 0.86288 -5.39729
H 1.55446 1.20286 -2.97491
H -2.84785 -1.17602 0.59707
H -3.85363 -1.70407 -0.75144
H -5.38001 0.20869 -0.77958
H -5.69687 2.60014 -1.40916
H -3.66622 3.98739 -1.88173
H -1.44131 2.94529 -1.62582
H -1.41232 -4.77048 1.20758
H -0.81409 -4.56756 3.62205
H -0.02156 -2.34709 4.46724
H 0.10646 -0.45466 2.88138
C 1.31171 3.72037 -1.85437
C 1.52185 3.26545 -0.41645
C 2.84093 3.82492 0.10593
C 0.40426 3.74414 0.49330
O 1.49404 1.80185 -0.37858
Si 2.85182 0.78662 -0.50696
S 1.99698 -1.08332 -0.47327
O 3.54494 1.28529 -1.90674
C 4.85374 0.99171 -2.44168
C 5.83058 2.03268 -1.91364
C 5.28751 -0.41507 -2.05009
C 4.71577 1.10090 -3.95255
O 3.97084 1.10127 0.63802
C 4.13773 0.71147 2.01043
C 2.78936 0.71070 2.71411
C 5.06889 1.74507 2.62664
C 4.77015 -0.67283 2.05141
H 1.30394 4.81059 -1.90199
H 0.36562 3.35536 -2.25891
H 2.12317 3.35440 -2.48345
H 2.77127 4.91434 0.12891
H 3.68186 3.54570 -0.52768
H 3.03988 3.46638 1.11513
H 0.26491 4.82154 0.38614
H 0.65403 3.52420 1.53208
H -0.53655 3.24526 0.27059
H 5.86539 1.99884 -0.82433
H 5.52486 3.03310 -2.22715
H 6.83202 1.84355 -2.30404
H 5.41836 -0.49604 -0.96869
H 6.23846 -0.65827 -2.52672
H 4.54136 -1.14617 -2.36499
H 4.32806 2.08511 -4.22486
H 4.03293 0.33402 -4.32290
H 5.68324 0.96472 -4.43787
H 2.29122 1.67739 2.61224
H 2.91125 0.49744 3.77824
H 2.15568 -0.05649 2.26997
H 4.61471 2.73777 2.59471
H 6.00934 1.77964 2.07537
H 5.28260 1.49443 3.66756
H 4.13271 -1.39260 1.53637
H 4.90592 -0.99950 3.08446
H 5.74731 -0.65590 1.56529
S -1.56491 5.45541 6.04665
C -1.36787 4.22358 5.00700
S -2.60078 3.54432 3.98416
C -1.43391 2.47396 3.25017
N -0.20211 2.63337 3.76645
N -0.18073 3.55158 4.70637
C 1.09148 3.83158 5.31811
C 2.16983 4.10277 4.48934
C 3.40857 4.34656 5.05812
C 3.55739 4.31680 6.43809
C 2.46767 4.03874 7.25172
C 1.22233 3.79354 6.69579
S -1.77504 1.38960 2.04919
H 2.03362 4.12603 3.41636
H 4.25658 4.56341 4.42211
H 4.52512 4.51138 6.88059
H 2.58393 4.00943 8.32657
H 0.37178 3.56886 7.32420

***

Record 2
47
Properties=species:S:1:pos:R:3 method="wB97M-V/def2-TZVPD" e_homo_ev=-8.666 total_charge=0 smiles="CCS(=O)(=O)N1Cc2ccccc2C[C@H]1C(=O)Nc1cccc(C)c1" spin_multiplicity=1 de_lowest_kj_mol=95.7 homo_lumo_gap_ev=9.276
C -4.80831 -2.73948 0.86372
C -3.49378 -1.99974 0.76793
S -3.84825 -0.35798 0.07564
O -4.46850 -0.50870 -1.20686
O -4.52053 0.41840 1.07789
N -2.39189 0.39205 -0.19013
C -1.67998 0.97712 0.91221
C -0.73648 2.06182 0.46272
C -0.10678 2.85318 1.41577
C 0.79979 3.82723 1.04195
C 1.09121 4.01877 -0.29912
C 0.47285 3.23365 -1.25356
C -0.44232 2.25006 -0.88843
C -1.11389 1.41306 -1.94640
C -1.62473 0.08812 -1.37463
C -0.55568 -0.96637 -1.03412
O -0.87303 -2.13428 -0.91411
N 0.68793 -0.47852 -0.82920
C 1.85032 -1.15007 -0.42576
C 1.93480 -2.53229 -0.31973
C 3.12910 -3.10600 0.08122
C 4.22935 -2.32287 0.37417
C 4.15544 -0.93690 0.27208
C 5.35277 -0.09091 0.58163
C 2.96124 -0.36267 -0.12884
H -4.66543 -3.73933 1.26854
H -5.25166 -2.81542 -0.12596
H -5.49271 -2.18853 1.50499
H -2.78628 -2.48025 0.09798
H -3.04503 -1.82427 1.74127
H -2.44061 1.38340 1.58380
H -1.10230 0.21827 1.47100
H -0.33606 2.69845 2.45970
H 1.27806 4.43653 1.79357
H 1.79777 4.77761 -0.59948
H 0.69745 3.37901 -2.30077
H -1.98346 1.96090 -2.32040
H -0.44354 1.23960 -2.79191
H -2.33184 -0.38078 -2.06635
H 0.80139 0.52555 -0.89867
H 1.07771 -3.14245 -0.54696
H 3.19682 -4.18034 0.16432
H 5.15524 -2.78362 0.68543
H 5.76352 -0.35373 1.55481
H 6.13121 -0.25663 -0.16264
H 5.09599 0.96528 0.58304
H 2.88312 0.71407 -0.21134

***

Record 3
120
Properties=species:S:1:pos:R:3 method="wB97M-V/def2-TZVPD" e_homo_ev=-11.236 total_charge=+1 spin_multiplicity=1 homo_lumo_gap_ev=8.774
C -3.66908 -1.28710 -1.77008
C -4.35436 -0.15202 -1.83960
C -5.00752 1.32219 -2.08997
C -4.68144 1.73348 -3.62517
C -4.42586 3.31132 -3.85774
N -2.94080 3.67479 -3.95834
C -2.26241 3.08339 -5.16254
C -0.64542 2.92969 -4.98090
C -0.41678 1.79430 -3.85464
C -0.72674 0.28101 -4.34707
C 0.07090 -0.80153 -3.40778
C -0.28871 -0.04056 -5.87012
C 1.30916 -0.36546 -6.01151
C -1.36630 2.08453 -2.57005
B -0.33517 2.29113 -1.28426
O 0.80237 3.23041 -1.38140
C -0.51152 1.53749 0.15544
C 0.56301 0.31430 0.34878
C -2.23855 3.43865 -2.64971
H -2.92042 -2.13115 -2.04188
H -6.16158 1.21637 -2.00683
H -4.64198 2.10268 -1.32562
H -5.62857 1.46264 -4.25273
H -3.84350 1.04245 -4.00103
H -4.78962 3.85420 -2.88905
H -5.01130 3.75430 -4.76441
H -2.94172 4.71405 -4.10589
H -2.68418 2.07069 -5.50629
H -2.42273 3.84826 -6.03185
H -0.27669 3.95061 -4.56348
H -0.14919 2.71422 -5.99656
H 0.70634 1.80267 -3.53083
H -1.85748 0.00280 -4.23233
H -0.43212 -0.92645 -2.36149
H 1.16406 -0.48853 -3.20093
H 0.05235 -1.82984 -3.96054
H -0.65905 0.73641 -6.64594
H -0.82358 -1.03931 -6.15946
H 1.47781 -1.48397 -5.73564
H 1.97554 0.34074 -5.39418
H 1.55496 -0.26627 -7.13274
H -1.96266 1.12705 -2.34317
H 0.57003 4.03825 -0.83970
H -0.21408 2.32985 0.96469
H -1.59412 1.22924 0.40282
H 1.56768 0.77507 0.72117
H 0.74121 -0.19235 -0.66657
H 0.20193 -0.38667 1.18406
H -2.97594 3.44245 -1.74516
H -1.51792 4.32013 -2.46223
O -5.04130 5.89396 -1.59118
C -5.74983 6.54620 -2.33529
O -5.91969 6.16281 -3.61380
C -6.86069 6.75411 -4.52776
C -6.28208 7.99360 -5.17753
C -6.37134 7.83204 -1.86794
H -7.81810 6.94240 -4.03580
H -7.05340 6.00300 -5.29877
H -6.05549 8.76770 -4.43990
H -6.97988 8.40805 -5.90816
H -5.34120 7.75662 -5.68285
H -5.63060 8.63202 -1.93939
H -6.67453 7.71163 -0.82620
H -7.26653 8.11471 -2.41732
O 1.64910 -3.87723 -4.03636
C 2.01456 -3.86015 -2.87574
O 3.31861 -3.75852 -2.57462
C 3.83257 -3.55802 -1.24549
C 3.95793 -4.87320 -0.50743
C 1.02217 -4.04249 -1.76157
H 3.23408 -2.82395 -0.70138
H 4.82629 -3.11785 -1.36346
H 2.98692 -5.36018 -0.38224
H 4.39557 -4.72157 0.47839
H 4.58755 -5.56913 -1.07027
H 0.81616 -5.10827 -1.63834
H 0.09951 -3.52423 -2.03090
H 1.34360 -3.62166 -0.81101
O 3.99538 -3.02805 1.59997
C 4.66008 -2.80892 2.59630
O 5.89792 -2.29433 2.48421
C 6.69513 -1.84113 3.59032
C 7.43869 -2.99306 4.23275
C 4.14726 -3.19116 3.95594
H 6.08878 -1.27828 4.30484
H 7.41938 -1.13372 3.17703
H 6.75216 -3.73696 4.64452
H 8.08295 -2.63506 5.03916
H 8.05484 -3.51070 3.49177
H 4.32909 -4.25651 4.11931
H 3.07266 -2.99806 3.98767
H 4.58573 -2.61856 4.77017
O -2.24646 -2.55803 4.47616
C -1.95043 -1.38457 4.39168
O -0.67389 -0.99171 4.56537
C -0.19102 0.33803 4.31969
C -0.42927 1.23276 5.51823
C -3.01323 -0.34155 4.18133
H -0.61526 0.74428 3.39736
H 0.88546 0.24804 4.14952
H -1.49487 1.33749 5.73829
H -0.01376 2.22824 5.34598
H 0.03514 0.80602 6.41181
H -3.48171 -0.11200 5.14127
H -3.76424 -0.74507 3.49944
H -2.64698 0.57648 3.72615
O 5.34483 -5.43520 5.33361
C 4.92450 -5.67603 6.44904
O 4.24857 -4.73761 7.13530
C 3.56639 -4.97074 8.37863
C 4.52082 -4.86805 9.54995
C 5.22906 -6.98956 7.11334
H 3.02540 -5.92016 8.35596
H 2.80882 -4.18713 8.46464
H 5.30923 -5.62327 9.49572
H 3.98765 -4.99422 10.49478
H 5.01884 -3.89418 9.55282
H 6.23176 -6.94602 7.54509
H 5.19446 -7.77628 6.35730
H 4.51340 -7.27151 7.88256